Entry 1:
A 6-piece molecular cluster, C20H44O12S4 overall. Source: the OMol25 dataset; level of theory: ωB97M-V with the def2-TZVPD basis set.

Its strongest force on any atom is 5.61 eV Å⁻¹. The calculation puts the HOMO energy at -9.9 eV. As for the SMILES: O=S1(=O)CCCC1.O=S1(=O)CCCC1.O=S1(=O)CCCC1.O=S1(=O)CCCC1.OCCO.OCCO. As for the LUMO energy: 0.08 eV.

ORCA input file:
```
! wB97M-V def2-TZVPD RIJCOSX def2/J DEFGRID3
* xyz 0 1
C -8.21183 2.74644 -2.76474
C -6.97805 2.03382 -3.06024
C -6.08253 2.98124 -3.91544
S -7.18916 3.74418 -5.05139
O -7.42808 2.96221 -6.27693
O -7.09905 5.16704 -4.96468
C -8.79398 3.46700 -4.07382
H -7.93502 3.54371 -2.07493
H -9.10106 2.24707 -2.38005
H -7.13381 1.00988 -3.39992
H -6.61863 1.64846 -2.10607
H -5.23995 2.49979 -4.41178
H -5.85318 3.88300 -3.34770
H -9.35730 2.84785 -4.77198
H -9.15177 4.48157 -3.89845
C 6.49603 -2.15039 -4.95814
C 5.27541 -1.94778 -4.03749
C 4.13698 -2.94938 -4.41075
S 3.99101 -2.83143 -6.30406
O 3.24049 -1.63255 -6.46691
O 3.80822 -4.14565 -6.88493
C 5.86257 -2.42786 -6.46195
H 7.13183 -2.91488 -4.51157
H 7.17671 -1.32356 -5.16094
H 5.05011 -0.89646 -4.21656
H 5.63941 -2.06796 -3.01712
H 3.12070 -2.92814 -4.01725
H 4.58474 -3.94249 -4.37418
H 6.05536 -1.71024 -7.25941
H 6.24596 -3.39929 -6.77406
C 2.89571 -4.41753 5.91648
C 2.71290 -2.83459 5.61548
C 1.51207 -2.71998 4.69211
S 0.36839 -3.93950 5.37179
O -0.38508 -4.57283 4.30190
O -0.49995 -3.30936 6.38034
C 1.55469 -4.98172 6.32842
H 3.65734 -4.52683 6.68854
H 3.39606 -4.86654 5.05849
H 3.60428 -2.39019 5.17268
H 2.37038 -2.20462 6.43640
H 1.85947 -3.14593 3.75084
H 1.08388 -1.76283 4.39444
H 1.18832 -5.97212 6.05828
H 1.23365 -4.84081 7.36050
C -1.71300 -3.12583 -2.02673
C -2.14534 -1.74305 -2.73848
C -1.86781 -0.52065 -1.82471
S -0.58958 -1.07005 -0.48193
O -0.99501 -0.39852 0.75064
O 0.81143 -1.05989 -0.91121
C -1.34230 -2.81974 -0.57945
H -0.81286 -3.40895 -2.57234
H -2.43103 -3.94586 -2.01695
H -3.17431 -1.65089 -3.08610
H -1.53082 -1.71107 -3.63817
H -2.82181 -0.24339 -1.37625
H -1.35155 0.13063 -2.52998
H -2.17979 -2.61886 0.08865
H -0.62063 -3.37454 0.02012
C -1.06803 2.40357 7.19523
C -0.60581 2.45890 5.71524
O 0.81845 2.25456 5.49344
O -0.97570 1.15233 7.84918
H -1.99479 2.93590 7.40931
H -0.38310 2.98499 7.81241
H -0.93336 3.36581 5.20697
H -1.08249 1.59540 5.25131
H 0.94286 2.42770 4.55741
H -1.85675 0.78855 7.96331
C 3.90122 4.81575 0.67607
C 4.37666 6.02014 1.53789
O 3.44934 6.96866 1.41589
O 2.62984 4.27810 1.10069
H 4.70447 4.07894 0.67402
H 3.71202 5.05674 -0.36998
H 5.29976 6.35892 1.06755
H 4.75128 5.93000 2.55752
H 2.64426 6.51101 1.16293
H 2.24024 3.66466 0.47340
*
```

---

Entry 2:
C20H45HgNO9S2 as an isolated structure. Source: the OMol25 dataset; level of theory: ωB97M-V with the def2-TZVPD basis set.

Its strongest force on any atom is 4.51 eV Å⁻¹. The calculation puts the HOMO energy at -7.3 eV. As for the LUMO energy: -5.05 eV.

ORCA input file:
```
! wB97M-V def2-TZVPD RIJCOSX def2/J DEFGRID3
* xyz 0 1
Hg 1.00880 -0.12279 0.99237
C 5.34555 -1.20142 4.29484
C 4.23672 -0.78826 3.41675
O 3.08825 -0.81168 3.86228
O 4.36112 -1.13179 2.23542
H 5.16789 -1.12870 5.36780
H 6.16065 -0.49203 4.15167
H 5.58811 -2.24459 4.09224
C -3.67244 0.34954 -3.41260
C -3.43621 0.91310 -1.94793
C -4.77971 0.61377 -1.16128
O -2.30502 0.54914 -1.20788
H -3.83022 -0.72644 -3.33860
H -2.87990 0.61494 -4.11228
H -4.58632 0.86251 -3.71224
H -3.33546 1.96621 -2.21046
H -5.70526 0.88127 -1.67109
H -4.58417 1.13325 -0.22320
H -4.83032 -0.44117 -0.89171
C -0.34352 -6.22343 0.86257
C -1.05259 -4.84318 0.88804
C -2.10758 -4.85438 1.96910
O -0.15885 -3.81886 1.29033
H -1.04243 -6.85065 0.30920
H -0.17550 -6.69082 1.83284
H 0.61295 -6.10311 0.35386
H -1.37671 -4.64819 -0.13423
H -1.93500 -5.52819 2.80832
H -2.97453 -5.35021 1.53247
H -2.22417 -3.89342 2.47017
H 0.60122 -4.38283 1.45106
C 0.75153 5.17165 -1.23088
C 2.05399 4.29633 -1.01110
C 3.29608 5.06217 -1.41273
O 3.31126 5.76569 -2.63830
C 3.61195 4.92935 -3.74539
N 2.17086 3.88754 0.39860
H -0.10050 4.68511 -0.75610
H 0.57218 5.19395 -2.30579
H 0.77237 6.21730 -0.92383
H 1.82208 3.61352 -1.82847
H 4.17188 4.41730 -1.34046
H 3.42377 5.83878 -0.65863
H 3.01411 4.05804 -4.01280
H 4.64621 4.65599 -3.53638
H 3.70247 5.49344 -4.67367
H 2.93588 4.35838 0.86030
H 1.35665 4.31797 0.81320
C -3.49168 0.28629 7.10389
C -4.68278 0.21177 6.16546
C -4.34345 0.85146 4.77870
S -2.64313 1.57375 4.94675
O -2.86482 2.86259 5.56676
O -1.67721 1.32184 3.83961
C -2.10714 0.54983 6.35500
H -3.48429 -0.48822 7.87082
H -3.68283 1.18481 7.69059
H -5.58093 0.68495 6.56234
H -4.89735 -0.85230 6.06637
H -5.10420 1.57576 4.48756
H -4.41161 0.05973 4.03264
H -1.22826 0.96942 6.84450
H -1.79411 -0.36461 5.85111
C 1.37205 -1.90889 -6.46063
C 1.63431 -3.15325 -5.56829
C 2.89496 -2.82743 -4.70324
S 2.84201 -0.95227 -4.36563
O 4.21155 -0.43818 -4.65248
O 2.17732 -0.69200 -3.00453
C 1.70101 -0.55075 -5.79561
H 0.35002 -1.72848 -6.79380
H 1.91804 -2.08932 -7.38662
H 1.64047 -4.13051 -6.05102
H 0.76677 -3.32788 -4.93191
H 3.81059 -2.86107 -5.29365
H 3.03611 -3.32219 -3.74231
H 2.37537 0.08013 -6.37468
H 0.91521 -0.09472 -5.19340
*
```